Record 1
15
Properties=species:S:1:pos:R:3:forces:R:3 method="wB97M-V/def2-TZVPD" max_force_ev_per_a=7.43 de_lowest_kcal_mol=105.5 e_lumo_ev=0.8 homo_lumo_gap_ev=10.54 spin_multiplicity=1 e_tot_ha=-362.64543
C -0.5143 0.6651 1.1972 -2.296 2.959 6.422
C 0.7214 0.5286 -0.3257 2.753 -3.051 -3.377
C 0.6538 -0.0043 -1.9017 -0.139 -1.189 1.237
C 0.3020 -1.6456 -1.4811 0.796 1.551 -1.280
C -0.1229 -1.8485 -0.2341 0.027 2.979 1.355
C -0.3627 -0.3051 0.2226 -2.065 -5.279 -3.821
H 0.7325 2.3121 1.1214 -2.123 -2.222 -3.569
H 1.7339 0.0916 0.0817 -1.690 1.339 -0.520
H -0.0930 0.5555 -2.5699 0.758 -1.044 1.227
H 1.6251 -0.0871 -2.4656 -0.869 0.393 0.731
H 0.5866 -2.3720 -2.2517 -0.157 0.075 0.579
H -0.2017 -2.6539 0.5247 -0.110 0.263 -1.344
H -1.2996 0.0037 -0.4064 1.280 -0.641 0.742
N 0.0913 1.6341 0.3361 2.515 4.183 4.537
O -0.9733 0.7963 2.3437 1.319 -0.317 -2.917

---

Record 2
15
Properties=species:S:1:pos:R:3:forces:R:3 method="wB97M-V/def2-TZVPD" max_force_ev_per_a=4.51 de_lowest_kcal_mol=74.6 e_lumo_ev=-0.6 homo_lumo_gap_ev=9.05 spin_multiplicity=1 e_tot_ha=-362.69463
C -2.9917 1.9040 1.0696 0.913 1.075 0.922
C -1.0026 -0.3581 0.4055 1.762 1.809 -0.657
C -1.6196 2.3462 1.2562 2.546 -1.702 -2.087
C -0.5919 0.9298 0.3420 -2.048 0.581 3.034
C -0.1511 -1.5031 -0.1241 1.553 4.159 -0.779
C 0.6303 1.5020 -0.2001 0.643 -3.070 -2.547
N -4.0086 1.4282 0.8774 -1.170 -0.581 -0.280
O -1.1581 3.3759 1.6835 -0.986 -2.055 -0.690
H -1.9805 -0.4940 0.7068 -1.928 -0.693 0.922
H 0.8995 -1.1148 -0.0180 -0.706 -0.811 0.001
H -0.2186 -2.4334 0.2986 -0.571 -2.100 1.228
H -0.2875 -1.5404 -1.1900 -0.246 -0.409 -0.639
H 1.5900 1.2484 0.2376 -0.040 0.069 0.741
H 0.4780 2.5280 -0.2523 0.348 1.909 -0.642
H 0.7219 0.9337 -1.2368 -0.069 1.818 1.472

---

Record 3
15
Properties=species:S:1:pos:R:3:forces:R:3 method="wB97M-V/def2-TZVPD" max_force_ev_per_a=2.49 de_lowest_kcal_mol=14.5 e_lumo_ev=0.9 homo_lumo_gap_ev=9.22 spin_multiplicity=1 smiles="C=C1C=CCN1C=O" e_tot_ha=-362.79036
C -0.1657 -0.5137 -2.0909 -0.414 0.347 0.750
C 0.1889 -0.0947 -0.8489 0.381 -0.601 -0.785
C 1.5792 0.2105 -0.4066 -1.229 -0.301 0.440
C 1.5681 0.4535 0.9079 1.903 0.191 -0.432
C 0.2323 0.3795 1.4884 -1.743 -0.451 1.717
C -1.9541 -0.2005 0.3823 -0.838 -0.206 -0.519
H 0.5491 -0.6076 -2.8998 0.376 0.218 0.389
H -1.1784 -0.7617 -2.3940 0.162 0.112 0.479
H 2.4148 0.1309 -1.0818 0.108 0.154 0.078
H 2.4619 0.6404 1.5114 -0.447 0.008 -0.217
H 0.1438 -0.3797 2.3377 0.237 0.645 -1.114
H -0.1555 1.3155 1.9416 0.472 -0.188 -0.269
H -2.4386 -0.1030 1.3964 0.707 0.030 -0.536
N -0.5976 0.0169 0.3463 -0.660 -0.311 -1.153
O -2.6483 -0.4862 -0.5900 0.985 0.353 1.172

---

Record 4
15
Properties=species:S:1:pos:R:3:forces:R:3 method="wB97M-V/def2-TZVPD" max_force_ev_per_a=7.07 de_lowest_kcal_mol=137.3 e_lumo_ev=0.9 homo_lumo_gap_ev=9.56 spin_multiplicity=1 smiles=CN1Cc2cocc21 e_tot_ha=-362.59476
C 1.9955 -0.6971 0.1398 -0.580 -4.917 0.511
C 0.6977 1.3969 -0.1657 -5.204 -2.534 -3.243
C -0.8130 0.8949 0.1730 -2.572 -1.434 -2.792
C -2.2418 0.8326 0.0545 2.334 -1.387 0.069
C -1.2977 -1.3865 0.0079 -5.747 -2.919 -2.917
C -0.3825 -0.5062 -0.2085 2.051 5.105 1.658
H 2.0348 -1.9392 0.0104 0.218 3.297 -0.883
H 2.8015 -0.1299 -0.1342 2.768 0.496 -0.872
H 2.0259 -0.7931 1.2158 -0.823 1.025 0.891
H 0.7418 2.1820 -0.9270 0.296 -0.724 -0.271
H 0.9431 1.7654 0.7139 2.678 1.109 4.190
H -3.1881 1.4534 0.1587 1.805 -0.643 -0.174
H -1.6792 -2.4839 -0.3601 1.617 2.999 1.225
N 0.9036 -0.0844 -0.5315 0.944 0.718 0.644
O -2.5415 -0.5050 -0.1470 0.215 -0.193 1.964